1.
{"formula": "C2H2Cl3NO", "method": "wB97M-V/def2-TZVPD", "e_homo_ev": -9.612, "relative_energy_kj_mol": 316.6, "max_force_ha_per_bohr": 0.0743, "lumo_ev": -1.1, "species": ["C", "C", "Cl", "Cl", "H", "H", "O", "N", "Cl"], "xyz": [[-1.2119, -0.1403, 0.0193], [-0.3252, -1.1911, 0.0155], [-0.0830, -2.0601, 1.4934], [0.7171, -1.5631, -1.2295], [-1.9634, -0.0039, 0.8407], [-1.1221, 0.5331, -0.7950], [1.6162, 1.2034, -1.2325], [0.8885, 1.6521, -0.4131], [1.4838, 1.5699, 1.3011]], "forces_ev_per_angstrom": [[0.962, -2.394, 0.751], [-2.381, 2.405, 1.775], [-0.083, -0.383, -0.168], [0.646, -0.353, -0.883], [1.180, -0.037, -0.887], [-0.661, 0.371, -0.685], [-1.702, 1.304, 2.575], [1.579, -0.808, -2.919], [0.461, -0.104, 0.442]]}

2.
{"formula": "C2H2Cl3NS", "method": "wB97M-V/def2-TZVPD", "e_homo_ev": -8.890, "relative_energy_kj_mol": 210.6, "max_force_ha_per_bohr": 0.0957, "lumo_ev": 0.2, "species": ["C", "N", "S", "H", "Cl", "C", "Cl", "Cl", "H"], "xyz": [[2.2130, 0.1942, 0.0491], [1.5955, 1.1946, 0.1823], [0.6942, 2.4111, -0.1370], [2.9167, -0.5668, 0.1362], [-3.9832, -1.4785, 0.2508], [-3.6281, 0.2459, -0.0536], [-4.7557, 0.7029, -1.3847], [-3.8947, 1.1008, 1.4772], [-2.5534, 0.5475, -0.1911]], "forces_ev_per_angstrom": [[-1.668, 2.907, 0.996], [2.318, -4.120, -1.372], [-1.377, 2.009, 0.219], [0.679, -0.830, 0.155], [0.797, 0.230, -0.161], [0.022, 0.112, 0.413], [0.932, 0.371, 0.670], [-0.534, 0.368, -0.029], [-1.169, -1.049, -0.891]]}